ORCA calculation (ωB97M-V/def2-TZVPD) on a structure of composition C5H6LiMgO4.

```
17
Properties=species:S:1:pos:R:3:forces:R:3:lowdin_charge:R:1
O 3.22503 0.98665 2.24344 -0.14 0.04 -0.30 -0.0693
C 2.63843 0.70459 1.16864 1.00 0.72 0.35 -0.7971
O 2.83763 1.32198 0.09374 -0.13 0.16 -0.26 -0.0790
O 1.79095 -0.33964 1.21505 -1.37 -0.59 -0.01 0.0025
C 1.03902 -0.67247 0.04892 1.33 1.20 -2.08 -0.1790
Li 4.13145 2.34936 1.16633 -0.44 -0.53 0.05 0.8435
H 0.85569 -1.75290 0.10006 -0.56 0.36 0.31 0.1182
H 1.68907 -0.56585 -0.82803 0.05 0.09 0.20 0.1231
C -0.25960 0.21978 -0.24258 2.70 -1.06 1.25 -0.1334
C -1.02373 -0.12337 0.96147 -3.03 -0.87 3.26 -0.2307
H -0.64467 -0.10527 -1.21773 -0.37 -0.09 0.55 0.1304
H -0.06475 1.30016 -0.30562 0.48 -0.39 0.03 0.1363
Mg -2.34717 -2.07508 1.58597 0.63 1.40 -0.02 1.3207
O -3.18364 -0.40337 1.95821 0.82 0.70 -0.16 -0.2222
C -2.32900 0.26674 1.19384 -2.39 -1.31 -1.77 -0.2824
H -2.79894 0.95881 0.47568 -0.10 0.39 0.64 0.1530
H -0.78599 -0.20830 2.11086 1.53 -0.24 -2.03 0.1656
```
Forces are in eV/Å.

spin multiplicity	1
total charge	+1


ORCA calculation (ωB97M-V/def2-TZVPD) on the molecule C2H4ClFO.

```
9
Properties=species:S:1:pos:R:3:forces:R:3:lowdin_charge:R:1
C -0.47855 -0.33549 0.24092 -3.58 6.68 1.22 -0.3083
C 0.69894 0.59302 0.19316 2.00 0.20 -1.52 -0.6257
H -1.54527 -1.23091 -1.01799 -0.19 0.17 -0.51 0.0997
H -1.23882 0.25726 1.04651 1.87 -1.96 -1.58 0.1837
H -0.01319 -1.13336 0.63629 0.40 -3.73 1.15 0.0505
H 1.05357 1.03566 1.15054 -0.36 -0.62 -0.60 0.1249
O -1.17825 -0.33886 -0.98511 0.76 -1.40 0.64 -0.0366
F 0.61125 1.57590 -0.73779 -0.78 0.46 0.51 -0.0438
Cl 2.09031 -0.42323 -0.52652 -0.14 0.19 0.68 0.5555
```
Forces are in eV/Å.

spin multiplicity	1
SMILES string	OC[C@H](F)Cl
energy relative to the best compared isomer or geometry (same formula, charge and spin)	0.9519	eV


ORCA calculation (ωB97M-V/def2-TZVPD) on a structure of composition C3H4F2N4O4.

```
17
Properties=species:S:1:pos:R:3:forces:R:3:lowdin_charge:R:1
C -0.60151 0.35041 -0.41220 3.93 0.22 0.15 0.0763
C -1.31093 -0.96276 0.95941 0.12 -2.38 1.20 -0.0193
C 0.03160 -0.58722 0.38464 -1.44 0.32 -1.12 -0.1051
N -1.78381 0.06245 0.07952 -3.30 1.13 2.13 -0.0448
N 1.30362 -1.15981 0.49476 -2.26 -0.14 1.80 -0.3623
N 2.71909 1.71487 -0.80010 0.08 -3.06 -0.03 -0.0073
N -3.03574 0.09488 -0.53986 2.07 0.38 0.89 -0.4056
O 2.06347 -0.79122 -0.34512 2.39 -0.51 -1.33 0.0484
O 1.47709 -1.98563 1.38139 0.37 0.35 -0.57 0.1095
O -3.25285 1.07229 -1.16149 -0.61 1.64 -1.48 0.1455
O -3.70709 -0.84678 -0.32808 -1.90 -1.82 0.32 0.1388
F 3.98525 2.04679 -1.18974 0.92 0.82 -0.19 -0.0628
F 2.74348 1.84058 0.59114 0.01 0.40 0.35 -0.0850
H 2.84652 0.62277 -0.81843 -0.78 2.57 -0.30 0.1053
H -0.35770 1.23195 -0.96194 0.28 0.03 -0.86 0.1435
H -1.83143 -1.86054 0.55298 0.94 -0.07 1.09 0.1455
H -1.28904 -0.84303 2.11312 -0.84 0.09 -2.04 0.1793
```
Forces are in eV/Å.

spin multiplicity	1
energy relative to the best compared isomer or geometry (same formula, charge and spin)	0.0000	eV


| no. | energy (eV) |
| --- | --- |
| 1 | -19115.20643 |
| 2 | -19424.94614 |
| 3 | -22748.15033 |